# 1
Below is a cluster of 22 separate species, C10H46F5NO25S in total at a distorted geometry, with properties calculated with ωB97M-V with the def2-TZVPD basis set.

Values from the calculation:
Gap between HOMO and LUMO: 9.36 eV
Largest force on an atom: 2.21 eV/Å
E: -3241.8782 a.u.

Each atom is followed by the atoms it is bonded to, with distances in Å.
Cartesian coordinates (Å):
1 O 5.0881 0.5276 -2.1953  C2 1.202
2 C 3.9172 0.2549 -2.2031  O1 1.202, N3 1.400, C7 1.525
3 N 3.3264 -1.0055 -2.3507  C2 1.400, C4 1.417, H22 1.010
4 C 1.9841 -1.0053 -1.8974  N3 1.417, O5 1.198, C6 1.530
5 O 1.4181 -1.9929 -1.5236  C4 1.198
6 C 1.5568 0.4627 -1.9407  C4 1.530, C7 1.384, C11 1.383
7 C 2.7217 1.1948 -2.0893  C2 1.525, C6 1.384, C8 1.371
8 C 2.6919 2.5649 -2.1414  C7 1.371, C9 1.384, H23 1.085
9 C 1.4667 3.1979 -2.0224  C8 1.384, C10 1.372, H24 1.076
10 C 0.3086 2.4765 -1.8780  C9 1.372, C11 1.390, H25 1.076
11 C 0.3258 1.0872 -1.8532  C6 1.383, C10 1.390, S12 1.774
12 S -1.1589 0.1262 -1.7126  C11 1.774, O13 1.422, O14 1.438, C15 1.861
13 O -1.0787 -1.1881 -2.2486  S12 1.422
14 O -1.5819 0.2089 -0.3409  S12 1.438
15 C -2.4923 0.9654 -2.7035  S12 1.861, F16 1.344, F17 1.326, C18 1.588
16 F -2.1282 0.7958 -3.9860  C15 1.344
17 F -2.6366 2.2459 -2.3906  C15 1.326
18 C -3.9031 0.2552 -2.5359  C15 1.588, F19 1.339, F20 1.348, F21 1.321
19 F -4.8050 1.1590 -2.1317  C18 1.339
20 F -4.3704 -0.2337 -3.7021  C18 1.348
21 F -3.9092 -0.7288 -1.6553  C18 1.321
22 H 3.5776 -1.5820 -3.1415  N3 1.010
23 H 3.5996 3.1418 -2.2857  C8 1.085
24 H 1.4469 4.2732 -2.0643  C9 1.076
25 H -0.6016 3.0415 -1.7807  C10 1.076
26 O -1.5033 -2.8281 1.9054  H27 0.963, H28 0.965
27 H -2.4412 -2.8080 2.1220  O26 0.963
28 H -1.4112 -2.1515 1.2239  O26 0.965
29 O 1.5170 -3.6353 2.8081  H30 0.964, H31 0.965
30 H 0.5649 -3.6192 2.6572  O29 0.964
31 H 1.6713 -2.8798 3.3885  O29 0.965
32 O 2.2406 3.9298 0.5054  H33 0.964, H34 0.963
33 H 1.8109 3.5375 1.2743  O32 0.964
34 H 2.6917 4.7033 0.8609  O32 0.963
35 O -1.9629 -1.5230 -6.1817  H36 0.962, H37 0.962
36 H -2.6277 -1.2308 -6.8128  O35 0.962
37 H -2.1482 -1.0146 -5.3858  O35 0.962
38 O -4.2049 2.2595 -5.0932  H39 0.962, H40 0.966
39 H -4.4744 2.0001 -5.9798  O38 0.962
40 H -4.2185 1.4359 -4.5881  O38 0.966
41 O -5.4782 1.3926 1.0697  H42 0.968, H43 0.965
42 H -4.8876 0.6348 1.1866  O41 0.968
43 H -5.4092 1.6040 0.1306  O41 0.965
44 O 3.7820 -1.6540 2.5141  H45 0.963, H46 0.964
45 H 3.5549 -1.9058 1.6123  O44 0.963
46 H 3.8102 -2.4939 2.9872  O44 0.964
47 O -0.7519 4.2630 -3.5928  H48 0.967, H49 0.963
48 H -1.5514 4.5108 -3.1083  O47 0.967
49 H -0.9789 4.4447 -4.5114  O47 0.963
50 O 1.0683 -5.0720 -0.7960  H51 0.963, H52 0.964
51 H 0.8606 -5.0901 0.1444  O50 0.963
52 H 0.6970 -4.2369 -1.1022  O50 0.964
53 O -8.0894 2.1299 0.0512  H54 0.962, H55 0.968
54 H -8.0228 1.7347 -0.8231  O53 0.962
55 H -7.3523 1.7476 0.5486  O53 0.968
56 O -3.7663 5.1565 -2.5642  H57 0.963, H58 0.961
57 H -4.0404 5.3170 -3.4737  O56 0.963
58 H -3.6217 4.2066 -2.5295  O56 0.961
59 O 5.8728 -0.8662 0.3791  H60 0.964, H61 0.968
60 H 5.0577 -0.6987 0.8658  O59 0.964
61 H 5.6425 -0.6731 -0.5414  O59 0.968
62 O 2.6967 -3.4897 5.5273  H63 0.964, H64 0.962
63 H 2.5799 -3.8572 4.6441  O62 0.964
64 H 3.1865 -4.1696 5.9999  O62 0.962
65 O 0.2805 5.5677 -0.8395  H66 0.962, H67 0.962
66 H -0.1548 5.1822 -0.0727  O65 0.962
67 H 0.7114 6.3545 -0.4915  O65 0.962
68 O -4.4998 2.6897 3.6308  H69 0.968, H70 0.962
69 H -4.7622 2.4581 2.7287  O68 0.968
70 H -4.5443 1.8576 4.1111  O68 0.962
71 O -4.6543 -3.0180 2.1696  H72 0.964, H73 0.964
72 H -4.8681 -3.2794 1.2668  O71 0.964
73 H -4.6584 -3.8466 2.6615  O71 0.964
74 O 4.7159 -0.4387 5.1504  H75 0.964, H76 0.965
75 H 4.4909 -0.6881 4.2466  O74 0.964
76 H 4.7400 -1.2779 5.6262  O74 0.965
77 O 3.3711 -6.4675 -1.8468  H78 0.970, H79 0.961
78 H 2.5835 -6.1730 -1.3638  O77 0.970
79 H 3.1557 -6.2979 -2.7675  O77 0.961
80 O 6.0000 -3.4467 5.3715  H81 0.965, H82 0.963
81 H 6.5954 -4.1609 5.6288  O80 0.965
82 H 6.5912 -2.7284 5.1212  O80 0.963
83 O -5.4631 5.4237 3.6641  H84 0.961, H85 0.970
84 H -5.7708 5.5913 2.7688  O83 0.961
85 H -5.2776 4.4717 3.6813  O83 0.970
86 O 8.4028 -5.4029 5.7735  H87 0.963, H88 0.962
87 H 8.5299 -5.7941 4.9027  O86 0.963
88 H 9.1603 -5.7057 6.2831  O86 0.962

Atomic partial charges in e from the Löwdin method, atoms 1 to 2:
1 O 0.134
2 C -0.366

***

# 2
Below is a cluster of 8 separate species, C36H93N5O16 in total at a distorted geometry, with properties calculated with ωB97M-V with the def2-TZVPD basis set.

Values from the calculation:
SMILES: COCCNCCOC.COCCNCCOC.COCCNCCOC.COCCNCCOC.COCCNCCOC.OCCO.OCCO.OCCO
ΔE to the lowest compared entry with this formula, charge and spin: 7.923 eV
Gap between HOMO and LUMO: 9.04 eV
Largest force on an atom: 5.79 eV/Å
E: -2904.4754 a.u.

Each atom is followed by the atoms it is bonded to, with distances in Å.
Cartesian coordinates (Å):
1 C 7.8110 7.0666 11.6570  O2 1.385, H10 1.090, H11 1.090, H12 1.090
2 O 8.1848 7.9630 10.6690  C1 1.385, C3 1.460
3 C 7.3113 9.1265 10.5428  O2 1.460, C4 1.541, H13 1.090, H14 1.090
4 C 7.3571 9.6788 9.1048  C3 1.541, N5 1.474, H15 1.090, H16 1.090
5 N 6.4193 8.8384 8.3382  C4 1.474, C6 1.465, H17 1.010
6 C 6.1882 9.4187 7.0130  N5 1.465, C7 1.546, H18 1.090, H19 1.090
7 C 5.2421 8.5654 6.1366  C6 1.546, O8 1.421, H20 1.090, H21 1.090
8 O 3.8509 8.7085 6.3889  C7 1.421, C9 1.403
9 C 3.2173 9.9271 6.1037  O8 1.403, H22 1.090, H23 1.090, H24 1.090
10 H 7.8956 7.4399 12.6775  C1 1.090
11 H 8.3220 6.1056 11.5975  C1 1.090
12 H 6.7540 6.8434 11.5114  C1 1.090
13 H 7.6472 9.8074 11.3248  C3 1.090
14 H 6.2994 8.8457 10.8347  C3 1.090
15 H 8.4071 9.5379 8.8484  C4 1.090
16 H 7.1663 10.7482 9.1942  C4 1.090
17 H 6.8844 7.9811 8.0758  N5 1.010
18 H 7.1497 9.6369 6.5481  C6 1.090
19 H 5.6386 10.3520 7.1351  C6 1.090
20 H 5.1947 7.5106 6.4074  C7 1.090
21 H 5.4905 8.7109 5.0854  C7 1.090
22 H 2.3888 9.8624 5.3984  C9 1.090
23 H 3.9205 10.6691 5.7255  C9 1.090
24 H 2.8386 10.2532 7.0723  C9 1.090
25 C 12.6105 14.9604 2.8791  O26 1.396, H34 1.090, H35 1.090, H36 1.090
26 O 11.4198 15.3669 2.2748  C25 1.396, C27 1.376
27 C 10.2785 15.2338 3.0324  O26 1.376, C28 1.493, H37 1.090, H38 1.090
28 C 9.2624 16.0932 2.3557  C27 1.493, N29 1.483, H39 1.090, H40 1.090
29 N 7.9358 15.6382 2.8366  C28 1.483, C30 1.449, H41 1.010
30 C 6.7953 16.2016 2.1435  N29 1.449, C31 1.484, H42 1.090, H43 1.090
31 C 5.4520 15.8027 2.6304  C30 1.484, O32 1.364, H44 1.090, H45 1.090
32 O 5.0097 14.5222 2.4763  C31 1.364, C33 1.436
33 C 5.7889 13.3276 2.6463  O32 1.436, H46 1.090, H47 1.090, H48 1.090
34 H 13.2650 14.4894 2.1457  C25 1.090
35 H 12.6188 14.2862 3.7356  C25 1.090
36 H 13.1469 15.8324 3.2534  C25 1.090
37 H 10.5936 15.6296 3.9979  C27 1.090
38 H 10.0448 14.1714 3.1012  C27 1.090
39 H 9.4764 15.9550 1.2959  C28 1.090
40 H 9.3132 17.1692 2.5224  C28 1.090
41 H 7.7976 14.6632 3.0612  N29 1.010
42 H 6.7858 16.1469 1.0550  C30 1.090
43 H 6.9199 17.2725 2.3043  C30 1.090
44 H 4.6382 16.3868 2.2006  C31 1.090
45 H 5.3654 16.0136 3.6963  C31 1.090
46 H 6.4716 13.4005 3.4929  C33 1.090
47 H 6.4345 13.1611 1.7840  C33 1.090
48 H 5.1583 12.4499 2.7878  C33 1.090
49 C 1.1332 4.1506 -0.0708  O50 1.344, H58 1.090, H59 1.090, H60 1.090
50 O 1.4398 4.4419 1.2047  C49 1.344, C51 1.440
51 C 2.1528 5.6767 1.4089  O50 1.440, C52 1.469, H61 1.090, H62 1.090
52 C 2.3001 5.9732 2.8402  C51 1.469, N53 1.442, H63 1.090, H64 1.090
53 N 3.1711 5.0998 3.5873  C52 1.442, C54 1.519, H65 1.010
54 C 2.8295 4.9507 5.0594  N53 1.519, C55 1.543, H66 1.090, H67 1.090
55 C 1.4054 4.4612 5.3966  C54 1.543, O56 1.408, H68 1.090, H69 1.090
56 O 1.2022 4.1558 6.7564  C55 1.408, C57 1.320
57 C -0.0547 3.9349 7.0954  O56 1.320, H70 1.090, H71 1.090, H72 1.090
58 H 0.2905 4.7524 -0.4109  C49 1.090
59 H 0.5975 3.2024 -0.0245  C49 1.090
60 H 1.9013 4.1236 -0.8437  C49 1.090
61 H 1.4837 6.4888 1.1244  C51 1.090
62 H 3.1619 5.6404 0.9985  C51 1.090
63 H 1.3369 5.9072 3.3461  C52 1.090
64 H 2.6789 6.9823 3.0021  C52 1.090
65 H 3.0037 4.2612 3.0500  N53 1.010
66 H 3.1883 5.6766 5.7890  C54 1.090
67 H 3.5354 4.1271 5.1661  C54 1.090
68 H 1.0467 3.7198 4.6828  C55 1.090
69 H 0.6532 5.1956 5.1086  C55 1.090
70 H -0.4798 3.1369 6.4866  C57 1.090
71 H -0.6558 4.8333 6.9552  C57 1.090
72 H 0.2002 3.8160 8.1485  C57 1.090
73 C -1.8848 19.6943 -0.7378  O74 1.378, H82 1.090, H83 1.090, H84 1.090
74 O -1.6277 19.4490 0.5937  C73 1.378, C75 1.447
75 C -2.7449 18.9853 1.3874  O74 1.447, C76 1.606, H85 1.090, H86 1.090
76 C -3.2487 17.4710 1.2094  C75 1.606, N77 1.534, H87 1.090, H88 1.090
77 N -2.1099 16.4748 1.4620  C76 1.534, C78 1.434, H89 1.010
78 C -2.0946 16.0263 2.8239  N77 1.434, C79 1.477, H90 1.090, H91 1.090
79 C -0.9389 15.1358 3.0552  C78 1.477, O80 1.458, H92 1.090, H93 1.090
80 O 0.2871 15.8775 2.7852  C79 1.458, C81 1.361
81 C 1.3891 15.0884 2.6617  O80 1.361, H94 1.090, H95 1.090, H96 1.090
82 H -2.3883 20.6564 -0.8328  C73 1.090
83 H -2.5642 18.9361 -1.1270  C73 1.090
84 H -0.9140 19.8327 -1.2138  C73 1.090
85 H -3.6119 19.5894 1.1199  C75 1.090
86 H -2.7480 19.2343 2.4485  C75 1.090
87 H -3.4606 17.3312 0.1494  C76 1.090
88 H -4.0255 17.2116 1.9287  C76 1.090
89 H -1.2038 16.8686 1.2523  N77 1.010
90 H -2.9732 15.3925 2.9438  C78 1.090
91 H -2.0547 16.7072 3.6741  C78 1.090
92 H -1.1380 14.3933 2.2824  C79 1.090
93 H -0.8538 14.4432 3.8925  C79 1.090
94 H 1.5282 14.3499 3.4511  C81 1.090
95 H 2.2016 15.8146 2.6882  C81 1.090
96 H 1.4616 14.6678 1.6587  C81 1.090
97 C -0.3232 7.8212 6.7315  O98 1.366, H106 1.090, H107 1.090, H108 1.090
98 O -0.0387 8.3277 5.4955  C97 1.366, C99 1.508
99 C -0.5084 9.7540 5.3527  O98 1.508, C100 1.538, H109 1.090, H110 1.090
100 C -0.3724 10.3052 3.9229  C99 1.538, N101 1.411, H111 1.090, H112 1.090
101 N 0.9706 10.5145 3.5452  C100 1.411, C102 1.425, H113 1.010
102 C 1.1198 10.8901 2.1785  N101 1.425, C103 1.540, H114 1.090, H115 1.090
103 C 2.5976 10.7362 1.7748  C102 1.540, O104 1.452, H116 1.090, H117 1.090
104 O 2.8686 9.3447 1.4613  C103 1.452, C105 1.380
105 C 4.2006 8.9888 1.5282  O104 1.380, H118 1.090, H119 1.090, H120 1.090
106 H -1.2885 7.3663 6.5092  C97 1.090
107 H -0.4844 8.6284 7.4460  C97 1.090
108 H 0.5876 7.2384 6.8689  C97 1.090
109 H 0.1689 10.3555 5.9590  C99 1.090
110 H -1.5608 9.8047 5.6319  C99 1.090
111 H -0.9145 11.2347 3.7492  C100 1.090
112 H -0.8947 9.5895 3.2880  C100 1.090
113 H 1.4125 9.6093 3.6186  N101 1.010
114 H 0.8104 11.9349 2.1507  C102 1.090
115 H 0.5843 10.3225 1.4174  C102 1.090
116 H 3.0410 11.2799 2.6090  C103 1.090
117 H 2.8018 11.3310 0.8845  C103 1.090
118 H 4.1817 7.9011 1.4590  C105 1.090
119 H 4.5737 9.2208 2.5258  C105 1.090
120 H 4.5947 9.4511 0.6232  C105 1.090
121 C 2.6999 9.9541 -2.1801  C122 1.559, O124 1.396, H125 1.090, H126 1.090
122 C 1.3293 10.6796 -2.0172  C121 1.559, O123 1.452, H127 1.090, H128 1.090
123 O 1.6590 11.8874 -1.2820  C122 1.452, H129 0.960
124 O 3.4551 10.5730 -3.1779  C121 1.396, H130 0.960
125 H 2.5160 8.9263 -2.4928  C121 1.090
126 H 3.1828 9.9770 -1.2032  C121 1.090
127 H 0.6090 10.2278 -1.3353  C122 1.090
128 H 0.9008 11.1411 -2.9068  C122 1.090
129 H 2.0279 12.5108 -1.9121  O123 0.960
130 H 4.3516 10.2352 -3.1155  O124 0.960
131 C -3.5955 6.4561 4.5027  C132 1.471, O134 1.475, H135 1.090, H136 1.090
132 C -3.1905 5.0690 4.7772  C131 1.471, O133 1.329, H137 1.090, H138 1.090
133 O -4.2035 4.4772 5.4006  C132 1.329, H139 0.960
134 O -4.7862 6.5478 3.6377  C131 1.475, H140 0.960
135 H -2.7468 6.8937 3.9770  C131 1.090
136 H -3.5902 7.1393 5.3519  C131 1.090
137 H -2.3326 5.1621 5.4431  C132 1.090
138 H -2.8736 4.5935 3.8490  C132 1.090
139 H -4.8568 4.5435 4.7003  O133 0.960
140 H -5.5399 6.1163 4.0466  O134 0.960
141 C 1.7338 6.3091 9.4400  C142 1.530, O144 1.385, H145 1.090, H146 1.090
142 C 2.3453 6.2940 10.8423  C141 1.530, O143 1.444, H147 1.090, H148 1.090
143 O 3.7016 5.7974 10.8440  C142 1.444, H149 0.960
144 O 2.1080 7.3777 8.6416  C141 1.385, H150 0.960
145 H 0.6455 6.2486 9.4510  C141 1.090
146 H 1.9740 5.3792 8.9247  C141 1.090
147 H 1.7557 5.6634 11.5078  C142 1.090
148 H 2.4815 7.3267 11.1634  C142 1.090
149 H 4.0346 6.1340 11.6791  O143 0.960
150 H 3.0630 7.2923 8.5936  O144 0.960

Atomic partial charges in e from the Löwdin method, atoms 1 to 2:
1 C -0.143
2 O -0.198

***

# 3
Below is an isolated molecule of C4H7NO, with properties calculated with ωB97M-V with the def2-TZVPD basis set.

Values from the calculation:
SMILES: C=NC/C=C/O
ΔE to the lowest compared entry with this formula, charge and spin: 2.271 eV
Gap between HOMO and LUMO: 9.83 eV
Largest force on an atom: 0.44 eV/Å
E: -286.5482 a.u.

Each atom is followed by the atoms it is bonded to, with distances in Å.
Cartesian coordinates (Å):
1 O -2.2430 -1.6692 0.2059  C2 1.355, H7 0.966
2 C -1.1719 -0.8387 0.2195  O1 1.355, C6 1.331, H8 1.088
3 C 0.4723 2.1357 -0.0143  N4 1.264, H9 1.102, H10 1.091
4 N 0.8336 1.1905 -0.7720  C3 1.264, C5 1.459
5 C 1.1619 -0.0711 -0.1179  N4 1.459, C6 1.513, H11 1.103, H12 1.094
6 C 0.0410 -1.0755 -0.2760  C2 1.331, C5 1.513, H13 1.089
7 H -1.9661 -2.5223 -0.1538  O1 0.966
8 H -1.4242 0.1011 0.7059  C2 1.088
9 H 0.4198 2.0477 1.0826  C3 1.102
10 H 0.1792 3.0919 -0.4501  C3 1.091
11 H 1.3799 0.0819 0.9530  C5 1.103
12 H 2.0725 -0.4663 -0.5786  C5 1.094
13 H 0.2448 -2.0057 -0.8042  C6 1.089

Atomic partial charges in e from the natural (NBO) method, atoms 1 to 2:
1 O -0.668
2 C 0.175

***

# 4
Below is a cluster of 2 separate species, C4H13NO2 in total at a distorted geometry, with properties calculated with ωB97M-V with the def2-TZVPD basis set.

Values from the calculation:
SMILES: CCNCCO.O
ΔE to the lowest compared entry with this formula, charge and spin: 2.746 eV
Gap between HOMO and LUMO: 8.59 eV
Largest force on an atom: 5.83 eV/Å
E: -365.3416 a.u.

Each atom is followed by the atoms it is bonded to, with distances in Å.
Cartesian coordinates (Å):
1 C -1.7350 0.7906 -1.3314  C2 1.547, H7 1.111, H8 1.156, H9 1.120
2 C -0.4460 0.8615 -2.1840  C1 1.547, N3 1.434, H10 1.166, H11 1.081
3 N 0.5781 1.6247 -1.5319  C2 1.434, C4 1.387, H12 1.120
4 C 0.7447 1.9554 -0.1957  N3 1.387, C5 1.637, H13 1.141, H14 1.083
5 C 0.9844 0.5280 0.5679  C4 1.637, O6 1.368, H15 1.095, H16 1.049
6 O 2.1639 -0.0554 0.1954  C5 1.368, H17 0.972
7 H -2.5973 0.5409 -1.9864  C1 1.111
8 H -1.8495 1.8665 -0.9249  C1 1.156
9 H -1.7449 0.0828 -0.4635  C1 1.120
10 H -0.7886 1.4361 -3.1391  C2 1.166
11 H -0.1070 -0.1378 -2.4178  C2 1.081
12 H 1.5582 1.2062 -1.8750  N3 1.120
13 H -0.0040 2.6723 0.2812  C4 1.141
14 H 1.6742 2.4913 -0.0489  C4 1.083
15 H 0.7507 0.6071 1.6345  C5 1.095
16 H 0.3658 -0.1342 0.0404  C5 1.049
17 H 2.3630 -0.8374 0.7366  O6 0.972
18 H -0.7890 -5.0214 3.4071  O20 0.992
19 H -0.1779 -5.5099 4.8503  O20 1.048
20 O -0.9440 -4.9674 4.3853  H18 0.992, H19 1.048

Atomic partial charges in e from the natural (NBO) method, atoms 1 to 2:
1 C -0.633
2 C -0.206